(1)
71
Properties=species:S:1:pos:R:3 method="wB97M-V/def2-TZVPD" e_tot_ha=-2202.95010 total_charge=+4 molar_mass_da=555.586 spin_multiplicity=5 max_force_ha_per_bohr=0.1220 e_lumo_ev="-13.83 / -15.45"
Ru -0.219 0.689 0.208
P -1.022 1.456 -1.562
P -2.184 -0.835 0.521
P 1.958 1.046 0.869
H -0.802 -3.619 -0.346
C 0.255 -3.364 -0.261
C 0.870 -2.890 0.834
H 0.333 -2.491 1.716
C -1.394 0.361 -2.964
C -2.496 2.465 -1.310
C 0.302 2.509 -2.197
C -2.362 -2.182 1.778
C -3.569 0.202 1.181
C -3.117 -1.645 -0.875
C 2.747 0.176 2.300
C 1.901 2.807 1.367
C 3.323 1.060 -0.359
H 0.739 -3.268 -1.235
H 1.849 -2.387 0.723
H -0.855 0.692 -3.855
H -2.462 0.340 -3.194
H -1.058 -0.655 -2.733
H -2.535 3.290 -2.024
H -2.489 2.886 -0.304
H -3.396 1.861 -1.426
H -0.045 3.170 -2.994
H 1.107 1.880 -2.587
H 0.708 3.134 -1.399
H -3.427 -2.464 1.855
H -2.049 -1.815 2.763
H -1.766 -3.067 1.526
H -4.530 -0.323 1.069
H -3.628 1.152 0.639
H -3.417 0.409 2.248
H -3.935 -2.265 -0.479
H -2.459 -2.294 -1.464
H -3.553 -0.895 -1.545
H 3.718 0.626 2.539
H 2.888 -0.884 2.061
H 2.096 0.243 3.175
H 2.895 3.265 1.315
H 1.506 2.881 2.386
H 1.220 3.329 0.682
H 4.256 1.453 0.081
H 3.034 1.700 -1.205
H 3.505 0.046 -0.736
C 1.839 -1.483 -2.651
C 1.497 -1.481 -4.033
C 2.249 -2.222 -4.946
C 3.392 -2.909 -4.530
C 3.781 -2.852 -3.180
C 3.012 -2.157 -2.243
O 1.157 -0.632 -1.818
H 0.684 -0.758 -0.829
H 0.671 -0.854 -4.362
H 1.921 -2.263 -5.990
H 3.975 -3.471 -5.274
H 4.689 -3.383 -2.883
H 3.365 -2.101 -1.219
N -2.266 2.839 6.953
C -1.968 2.364 5.929
C -1.557 1.824 4.654
C -1.665 2.637 3.526
C -1.170 2.129 2.324
N -0.594 0.926 2.289
C -0.477 0.102 3.357
C -0.952 0.557 4.587
H -2.036 3.661 3.528
H -1.207 2.670 1.345
H -0.007 -0.868 3.199
H -0.771 -0.060 5.482


(2)
80
Properties=species:S:1:pos:R:3 method="wB97M-V/def2-TZVPD" e_tot_ha=-3445.76232 total_charge=+1 molar_mass_da=640.666 max_force_ha_per_bohr=0.1784 e_lumo_ev=-5.34
C 3.342 -5.975 3.199
C 3.496 -4.318 3.369
C 2.647 -3.711 4.631
O 1.192 -3.661 4.452
C 0.788 -3.028 3.191
C 1.517 -1.602 2.850
N 1.955 -0.596 3.892
C 2.658 0.720 3.645
C 3.019 1.651 4.966
C 1.588 2.206 5.564
C 0.578 2.842 4.439
S -1.008 1.829 4.478
C -1.540 1.292 2.763
S -1.273 2.271 1.374
N -2.260 -0.070 2.666
C -2.706 -0.804 1.387
C -3.446 -2.204 1.849
N -3.423 -2.287 3.387
C -2.683 -1.001 3.809
C 3.032 1.180 2.117
C 2.564 0.170 0.896
C 2.945 0.650 -0.637
O 4.068 0.188 -1.251
O 2.060 1.628 -1.287
P 1.849 1.025 -2.909
N 0.300 1.257 -3.322
C 1.778 -1.256 1.257
P 1.263 -2.334 -0.230
P 2.411 -4.178 -0.396
O 1.775 -5.397 0.447
O 4.136 -3.993 -0.126
O 2.260 -4.697 -2.088
H 3.670 -6.183 2.070
H 4.105 -6.437 3.956
H 2.219 -6.224 3.410
H 3.344 -3.747 2.348
H 4.649 -4.164 3.641
H 3.152 -2.700 4.937
H 2.842 -4.455 5.545
H -0.381 -2.798 3.267
H 0.914 -3.753 2.281
H 1.739 -0.846 4.903
H 3.592 1.041 5.816
H 3.663 2.572 4.643
H 1.026 1.323 6.130
H 1.851 3.050 6.346
H 1.042 2.978 3.373
H 0.298 3.934 4.823
H -2.524 -0.418 0.287
H -3.940 -3.051 1.192
H -2.472 -0.776 4.941
H 3.603 2.183 1.898
H 2.776 1.725 -3.768
H 2.145 -0.402 -2.942
H -0.056 0.281 -3.535
H -0.116 -2.745 0.043
H 4.533 -3.564 -0.940
H 1.315 -5.086 -2.112
C -4.597 4.725 -7.194
C -4.061 4.453 -5.791
N -4.315 3.092 -5.314
C -4.066 2.925 -3.878
C -2.633 3.103 -3.386
C -3.827 2.004 -6.163
C -2.338 1.968 -6.482
H -5.665 4.493 -7.262
H -4.468 5.783 -7.443
H -4.065 4.145 -7.954
H -4.560 5.163 -5.119
H -2.995 4.696 -5.768
H -4.429 1.940 -3.558
H -4.698 3.641 -3.339
H -2.007 2.248 -3.648
H -2.627 3.175 -2.293
H -2.168 4.012 -3.773
H -4.378 2.035 -7.111
H -4.116 1.039 -5.722
H -1.944 2.947 -6.764
H -2.161 1.293 -7.328
H -1.752 1.583 -5.644


(3)
72
Properties=species:S:1:pos:R:3 method="wB97M-V/def2-TZVPD" e_tot_ha=-1286.19666 total_charge=0 molar_mass_da=416.224 max_force_ha_per_bohr=0.1393 smiles=CCOB(O)c1cccc2ncc(B(C)O)nc12.CCCCCC.CCCCCC e_lumo_ev=-1.42
C 2.392 -0.997 1.743
C 3.404 -1.348 0.481
O 3.513 -0.256 -0.500
B 2.195 0.100 -1.079
O 1.572 -0.633 -2.232
C 1.292 1.399 -0.521
C 1.997 2.881 -0.557
C 1.105 4.148 -0.001
C -0.426 3.859 0.509
C -1.153 2.358 0.506
N -2.582 2.306 0.970
C -3.055 0.881 0.931
C -2.183 -0.412 0.467
B -2.871 -1.912 0.543
C -3.978 -2.528 -0.507
O -2.436 -2.788 1.687
N -0.767 -0.316 -0.025
C -0.260 1.098 -0.002
H 2.403 0.175 1.928
H 2.729 -1.542 2.722
H 1.316 -1.379 1.406
H 4.434 -1.656 0.971
H 2.996 -2.318 -0.064
H 1.608 -1.625 -2.080
H 3.092 3.106 -0.938
H 1.598 5.232 -0.021
H -1.053 4.793 0.907
H -4.178 0.679 1.275
H -5.049 -2.503 0.020
H -3.729 -3.689 -0.615
H -3.976 -2.038 -1.570
H -2.599 -2.180 2.491
C -2.519 1.000 4.403
C -4.005 1.224 4.174
C -4.671 2.053 5.275
C -4.644 1.429 6.674
C -5.286 0.044 6.787
C -6.771 0.040 6.456
H -2.333 0.427 5.316
H -2.090 0.438 3.567
H -1.987 1.953 4.478
H -4.511 0.259 4.062
H -4.134 1.750 3.219
H -5.708 2.254 4.985
H -4.180 3.034 5.326
H -5.152 2.112 7.367
H -3.608 1.364 7.025
H -5.159 -0.314 7.816
H -4.764 -0.674 6.146
H -7.319 0.721 7.115
H -7.183 -0.966 6.592
H -6.955 0.336 5.420
C 4.711 -0.550 -3.660
C 4.281 0.029 -4.998
C 3.613 -0.997 -5.916
C 4.497 -2.176 -6.337
C 5.797 -1.799 -7.052
C 5.570 -1.076 -8.371
H 5.468 -1.330 -3.781
H 5.144 0.236 -3.031
H 3.856 -0.977 -3.126
H 5.143 0.486 -5.496
H 3.568 0.842 -4.811
H 3.245 -0.480 -6.810
H 2.723 -1.396 -5.413
H 3.910 -2.832 -6.992
H 4.745 -2.778 -5.455
H 6.361 -2.718 -7.254
H 6.430 -1.187 -6.402
H 4.973 -1.688 -9.054
H 6.530 -0.867 -8.855
H 5.059 -0.120 -8.226


(4)
72
Properties=species:S:1:pos:R:3 method="wB97M-V/def2-TZVPD" e_tot_ha=-2339.64012 total_charge=+1 molar_mass_da=582.657 max_force_ha_per_bohr=0.0498 e_lumo_ev="-3.35 / -3.20"
C -1.238 3.476 -3.992
C -0.764 2.792 -2.865
N -1.123 1.505 -2.619
C -1.897 0.855 -3.525
C -2.308 1.468 -4.711
C -2.012 2.810 -4.941
C 0.126 3.559 -1.904
P 1.304 2.558 -0.847
Ce -0.403 0.373 -0.348
P -2.393 -1.216 -1.548
C -2.333 -0.587 -3.310
O -1.475 4.837 0.140
O -1.417 2.925 2.164
H -0.978 4.528 -4.100
H -2.878 0.873 -5.423
H -2.381 3.322 -5.828
C 2.798 2.564 -1.879
C 1.791 3.671 0.508
H -3.359 -0.710 -3.696
H -1.662 -1.263 -3.873
H -0.507 4.190 -1.230
H 0.796 4.205 -2.494
C -2.158 -3.016 -1.722
C -4.181 -1.101 -1.253
H -1.795 2.152 1.671
H -1.056 2.536 2.978
H -1.579 4.227 0.904
H -2.340 5.229 -0.051
H 0.759 -0.380 -1.546
H -1.887 1.003 0.518
H 3.213 3.582 -1.909
H 3.546 1.882 -1.445
H 2.559 2.228 -2.898
H 2.283 4.568 0.113
H 0.924 3.963 1.116
H 2.500 3.141 1.159
H -4.710 -1.820 -1.894
H -4.379 -1.331 -0.198
H -4.530 -0.083 -1.470
H -3.041 -3.481 -2.179
H -1.263 -3.253 -2.315
H -2.017 -3.443 -0.718
C 3.041 -2.514 -0.859
C 1.731 -2.964 -0.210
C 1.355 -4.371 -0.670
C 1.775 -2.828 1.306
C 2.538 -3.677 2.106
C 2.555 -3.538 3.505
C 1.807 -2.514 4.109
C 1.071 -1.615 3.342
C 0.273 -0.474 3.975
C -0.838 -0.983 4.888
C 1.172 0.505 4.724
C 1.073 -1.760 1.929
O 0.428 -0.881 1.178
H 3.891 -3.113 -0.499
H 3.230 -1.459 -0.625
H 2.991 -2.610 -1.953
H 0.946 -2.301 -0.594
H 2.093 -5.117 -0.340
H 0.366 -4.643 -0.276
H 1.286 -4.407 -1.768
H 3.126 -4.462 1.617
H 3.142 -4.228 4.124
H 1.789 -2.394 5.201
H -0.205 0.071 3.155
H -0.437 -1.596 5.705
H -1.397 -0.148 5.329
H -1.551 -1.588 4.317
H 1.889 0.969 4.037
H 0.591 1.312 5.190
H 1.734 -0.007 5.516


(5)
78
Properties=species:S:1:pos:R:3 method="wB97M-V/def2-TZVPD" e_tot_ha=-2919.68555 total_charge=0 molar_mass_da=570.586 max_force_ha_per_bohr=0.0776 e_lumo_ev=-0.31
C -1.555 4.149 -1.144
C -2.422 2.962 -0.860
H -1.853 4.652 -2.063
H -0.539 3.768 -1.255
H -1.548 4.905 -0.353
C -3.687 2.734 -1.346
C -4.255 3.453 -2.529
H -4.239 1.834 -1.017
H -3.509 3.476 -3.353
H -4.582 4.486 -2.305
H -5.128 2.884 -2.895
Al 1.114 -0.643 0.466
Cl 3.634 -1.167 -1.873
C -0.468 -0.958 2.682
O -0.346 -1.131 1.423
N -1.135 -1.848 3.396
C -1.714 -2.984 2.708
C -1.482 -1.627 4.792
H -0.012 -0.121 3.196
H -0.999 -3.391 1.993
H -2.615 -2.686 2.157
H -1.962 -3.719 3.478
H -0.738 -0.955 5.222
H -1.468 -2.608 5.289
H -2.480 -1.170 4.898
H 4.333 -4.387 1.767
H 5.889 -2.633 3.135
C 4.142 -3.599 1.029
C 5.724 -1.986 2.267
N 4.484 -2.270 1.558
H 3.080 -3.537 0.793
C 3.568 -1.349 1.372
O 2.432 -1.717 0.866
H 5.716 -0.957 2.637
H 3.760 -0.295 1.612
H 4.705 -3.779 0.102
H 6.614 -2.094 1.642
H -0.886 0.288 -3.040
H -3.478 -0.919 -2.405
C -0.795 -0.768 -3.342
C -2.906 -1.844 -2.608
N -1.483 -1.622 -2.369
H 0.265 -1.031 -3.426
C -0.939 -1.912 -1.170
O 0.273 -1.659 -0.914
H -3.265 -2.649 -1.960
H -1.593 -2.437 -0.454
H -1.311 -0.913 -4.296
H -3.035 -2.112 -3.667
O -1.471 1.415 -1.316
C -1.737 1.842 -0.062
C -3.261 -0.131 0.575
C -2.613 1.032 0.959
H -3.014 -0.518 -0.424
C -4.175 -0.765 1.425
H -0.810 2.147 0.433
C -2.775 1.489 2.276
H -4.679 -1.660 1.060
C -4.425 -0.241 2.692
C -3.712 0.881 3.119
H -2.158 2.318 2.643
H -5.171 -0.710 3.326
H -3.901 1.281 4.118
Si 3.251 0.948 -2.032
Cl 1.142 0.889 -1.099
C 3.540 0.673 -3.913
C 4.549 1.426 -0.683
C 3.283 2.830 -2.513
H 2.838 -0.041 -4.341
H 4.545 0.273 -4.119
H 3.470 1.556 -4.554
H 2.587 3.063 -3.326
H 4.304 3.043 -2.889
H 3.104 3.509 -1.671
H 4.101 1.561 0.319
H 5.048 2.390 -0.889
H 5.380 0.713 -0.554
F 1.452 0.676 1.604


(6)
84
Properties=species:S:1:pos:R:3 method="wB97M-V/def2-TZVPD" e_tot_ha=-3445.73893 total_charge=-1 molar_mass_da=900.523 max_force_ha_per_bohr=0.0358 e_lumo_ev=1.55
C -1.403 -0.791 -3.717
C -0.973 -2.136 -3.223
H -1.294 -0.714 -4.801
H -0.849 0.024 -3.226
H -2.467 -0.643 -3.482
C -0.490 -3.127 -3.988
C -0.318 -3.061 -5.471
H -0.211 -4.081 -3.535
H -0.539 -2.080 -5.914
H -0.964 -3.798 -5.969
H 0.711 -3.334 -5.740
Ba 0.053 0.468 0.703
Cl -0.229 2.425 -1.532
C -0.102 -2.585 2.435
O 0.800 -1.863 1.968
N 0.117 -3.668 3.206
C 1.447 -3.941 3.716
C -0.932 -4.627 3.517
H -1.167 -2.368 2.252
H 2.100 -3.111 3.432
H 1.827 -4.883 3.298
H 1.411 -4.047 4.809
H -1.853 -4.334 3.001
H -1.111 -4.657 4.601
H -0.634 -5.631 3.182
H 0.749 3.412 5.756
H -1.134 4.516 5.087
C 1.296 3.558 4.818
C -0.755 4.749 4.088
N 0.332 3.841 3.766
H 1.866 2.660 4.573
C 0.463 3.333 2.534
O 1.271 2.432 2.225
H -1.552 4.622 3.350
H -0.218 3.775 1.769
H 1.979 4.411 4.950
H -0.404 5.793 4.067
H 1.586 -0.238 -3.282
H 2.408 -2.823 -2.851
C 2.472 0.055 -2.707
C 3.272 -2.281 -2.443
N 2.852 -1.035 -1.824
H 2.230 0.957 -2.136
C 2.987 -0.862 -0.494
O 2.738 0.192 0.116
H 3.747 -2.896 -1.667
H 3.335 -1.780 0.023
H 3.289 0.258 -3.413
H 3.986 -2.085 -3.253
O -0.235 -1.426 -1.106
C -1.103 -2.257 -1.706
C 0.207 -4.223 -0.763
C -1.028 -3.677 -1.101
H 1.111 -3.644 -0.968
C 0.259 -5.468 -0.136
H -2.144 -1.914 -1.509
C -2.212 -4.364 -0.828
H 1.232 -5.884 0.124
C -0.920 -6.161 0.148
C -2.157 -5.609 -0.199
H -3.158 -3.902 -1.123
H -0.871 -7.134 0.641
H -3.081 -6.145 0.018
Si -0.327 6.550 -2.762
Cl -0.642 5.667 -4.608
C 1.493 6.318 -2.366
C -1.458 5.690 -1.555
C -0.756 8.371 -2.933
H 1.723 5.246 -2.310
H 1.731 6.780 -1.399
H 2.122 6.779 -3.139
H -0.115 8.864 -3.675
H -0.624 8.885 -1.972
H -1.800 8.494 -3.247
H -1.194 4.619 -1.532
H -2.512 5.784 -1.845
H -1.336 6.086 -0.540
F -1.949 1.865 4.127
Te -2.021 -0.050 4.169
F -1.989 -1.935 4.506
F -1.991 0.113 6.063
F -0.110 -0.039 4.313
F -3.913 -0.041 4.292
O -1.957 -0.240 2.348